Entry 1:
This record from the OMol25 dataset describes a structure of composition CH2FNO2 in a non-equilibrium geometry. The level of theory is ωB97M-V/def2-TZVPD.

XYZ file:
```
7
Properties=species:S:1:pos:R:3:forces:R:3
H 1.97529 0.27704 0.48860 1.4 -0.1 0.2
F -1.05794 -1.20792 0.21261 -0.8 1.4 -0.4
H 1.26829 -0.69641 -0.76316 0.4 0.5 -0.7
C -1.35639 0.07623 0.04370 4.9 1.3 0.8
O -2.32709 0.68860 0.01913 -0.9 -0.2 -0.3
N 1.18810 -0.09661 0.03584 -0.5 -0.2 1.1
O 0.30975 0.95907 -0.03671 -4.4 -2.7 -0.9
```
Positions in Å, forces in eV/Å.

Output
Calculated total energy: -9368.078 eV
Relative energy (zero: lowest compared OMol25 entry of this formula, charge and spin): 204.6 kJ/mol
Gap between HOMO and LUMO (spin up / spin down): 9.0 / 9.0 eV
HOMO energy (spin up / spin down): -8.786 / -8.787 eV
Charge: 0

Entry 2:
This record from the OMol25 dataset describes a structure of composition C4H8N4 in a non-equilibrium geometry. The level of theory is ωB97M-V/def2-TZVPD.

XYZ file:
```
16
Properties=species:S:1:pos:R:3:forces:R:3
N -0.02168 0.80438 -0.08340 3.3 1.0 -0.3
H -0.50140 2.25688 1.43606 -1.9 -1.8 -4.1
C 2.17687 -0.18487 -0.21556 0.6 4.5 -1.9
C -0.08581 -0.49583 0.16762 -3.7 -2.6 2.3
H -3.22207 -0.98645 -0.32293 2.7 2.1 -0.5
H 1.44252 -1.52298 1.28019 0.3 -0.3 1.6
H 1.71496 1.93755 -0.43063 1.2 3.4 -0.9
N -2.33567 -0.29403 -0.39495 1.5 -4.2 -1.9
C 1.23007 -1.19242 0.30792 -1.8 -2.9 -3.0
H 0.87062 -2.18897 -0.25625 2.0 1.9 0.8
H -1.76305 -0.46194 -1.52765 -3.2 1.2 4.1
H 3.29677 -0.15375 -0.75647 -3.3 -0.5 2.2
N -1.20087 -1.21006 0.29653 0.1 2.1 -1.3
N -0.96478 1.83164 0.27569 -0.1 -0.9 4.6
C 1.40615 1.00726 -0.23608 0.2 -5.0 -0.2
H -2.04262 0.85358 0.45990 2.2 2.1 -1.6
```
Positions in Å, forces in eV/Å.

Output
Calculated total energy: -10229.602 eV
Relative energy (zero: lowest compared OMol25 entry of this formula, charge and spin): 833.7 kJ/mol
Gap between HOMO and LUMO: 8.2 eV
HOMO energy: -7.635 eV
Charge: 0

Entry 3:
This record from the OMol25 dataset describes a cluster of 2 separate species, C4H6ClNO2 in total in a non-equilibrium geometry. The level of theory is ωB97M-V/def2-TZVPD.

XYZ file:
```
14
Properties=species:S:1:pos:R:3:forces:R:3
Cl 0.74622 -0.20700 -3.20764 -0.3 -1.5 1.3
C 0.22590 -1.61987 -2.01819 0.0 1.9 1.6
H 1.32207 0.68883 -0.46753 -1.6 -1.0 0.6
H -0.84600 -1.65636 0.11898 1.2 0.5 -1.4
H -1.23930 -0.64587 4.10846 1.2 4.3 -2.0
H 1.15851 -2.17759 -1.65175 -1.5 0.6 -1.3
C -0.82295 0.55761 3.31176 2.0 5.3 -1.3
N 0.26702 0.75338 1.14335 -1.1 0.1 2.6
C -0.38786 -0.95406 -0.67221 0.9 0.0 1.6
H -0.55315 -2.15287 -2.61657 1.0 0.1 0.9
O -0.80291 0.04840 2.00445 0.9 0.5 1.5
H -1.16776 -0.23875 -0.72390 -1.8 0.1 -1.7
C 0.43694 0.16081 0.06773 2.1 -1.2 -2.7
O -0.43977 1.89673 3.44858 -2.9 -9.7 0.5
```
Positions in Å, forces in eV/Å.

Output
Calculated total energy: -22346.473 eV
Relative energy (zero: lowest compared OMol25 entry of this formula, charge and spin): 669.0 kJ/mol
Gap between HOMO and LUMO: 10.6 eV
HOMO energy: -10.237 eV
Charge: 0

Entry 4:
This record from the OMol25 dataset describes the molecule C5H6O in a non-equilibrium geometry. The level of theory is ωB97M-V/def2-TZVPD.

XYZ file:
```
12
Properties=species:S:1:pos:R:3:forces:R:3
C -0.89589 0.16925 -1.66101 0.0 -0.3 -0.4
H 1.98990 -0.55889 0.37335 -0.1 0.0 0.1
H -0.89045 -0.36962 1.44370 0.1 0.1 0.0
H 1.42061 -1.22799 1.91072 0.0 0.0 -0.1
H 0.79582 -1.86625 0.38040 0.0 0.2 0.1
C -0.45433 0.53587 -0.36478 0.0 -0.2 -0.1
H 0.28902 0.93964 1.59382 0.0 0.0 0.0
C -0.86397 1.49914 -1.22253 -0.5 -0.7 -0.6
C 1.11422 -0.95448 0.89729 0.1 0.0 0.0
H -1.28940 2.31776 -1.76092 0.3 1.2 0.8
C -0.00825 0.08871 0.97631 0.0 0.1 0.1
O -1.20728 -0.57313 -2.56635 0.2 -0.4 0.2
```
Positions in Å, forces in eV/Å.

Output
Calculated total energy: -7326.904 eV
Relative energy (zero: lowest compared OMol25 entry of this formula, charge and spin): 229.7 kJ/mol
Gap between HOMO and LUMO: 9.4 eV
HOMO energy: -8.630 eV
Charge: 0

Entry 5:
This record from the OMol25 dataset describes a cluster of 9 separate species, C22H47BIO32S9 in total in a non-equilibrium geometry. The level of theory is ωB97M-V/def2-TZVPD.

XYZ file:
```
112
Properties=species:S:1:pos:R:3:forces:R:3
O -2.87852 4.82039 2.72489 -0.2 -0.3 0.3
H -3.64484 -9.87524 0.37497 0.2 0.0 0.1
O -0.70961 -2.33715 -0.73570 -0.3 0.0 -0.1
O -2.29469 -2.45555 1.07028 0.3 0.0 -0.1
H -3.67521 3.80139 1.09281 -0.1 0.1 0.1
H -1.79532 -10.04441 3.44557 0.0 0.0 0.0
O -2.54296 -7.08898 -3.45281 -0.2 0.0 0.1
O -0.97514 -5.73829 -2.10314 -0.2 -0.3 0.0
C 6.80414 4.68946 4.32693 -0.1 -0.2 -0.4
C -0.83566 -10.44061 3.77178 -0.4 0.2 0.1
O 1.05004 5.62264 1.49953 -0.3 0.2 -0.1
C -4.51091 -7.87487 0.39059 0.3 0.0 -0.3
H -4.03984 4.90280 -2.97993 -0.2 -0.2 0.2
H 1.26994 5.53888 3.55113 -0.1 0.0 -0.2
H -1.85124 1.89774 1.65323 0.3 -0.1 0.0
S 4.94713 6.04668 5.28653 0.4 -0.1 -0.2
C 0.54320 -6.28912 -4.92016 0.4 0.1 0.2
C 0.73395 6.42454 -4.94587 -0.2 -0.3 -0.2
H -1.88862 -4.46086 1.45547 -0.1 0.2 0.1
O -3.04127 -8.71454 1.98768 0.0 0.2 -0.2
O 2.05598 7.66333 -6.41701 -0.2 0.0 0.0
H 0.12410 4.46236 -1.18099 -0.2 0.0 0.1
O 2.05732 9.67749 -4.99737 0.0 0.2 0.0
O -0.76426 5.26016 3.86421 0.1 0.3 0.6
H -2.68872 -4.11419 -0.09407 0.0 0.0 0.0
H -3.81004 -7.56026 -0.38485 0.0 0.0 0.0
O 5.10665 6.88025 6.42020 -0.1 0.0 0.2
O -0.82966 -0.50615 0.89226 -0.1 0.2 0.2
C 1.70720 1.57216 -1.28000 -0.3 -0.3 0.4
H 1.25625 -0.51572 -1.55587 0.0 -0.3 0.1
O -0.29649 -11.24530 2.71073 0.2 -0.2 0.2
C -1.92260 4.47156 -3.17886 -0.4 0.0 0.7
C -0.99682 -11.40301 4.92738 0.4 0.0 0.1
H 0.61480 0.56230 -2.77847 -0.2 0.0 -0.2
C 1.47376 0.35928 -2.15503 0.3 0.4 -0.2
C -1.93435 -3.77353 0.61950 -0.2 -0.1 -0.2
S 1.53520 6.59224 0.33441 0.1 -0.1 0.4
B -0.11444 3.38676 -1.73505 -0.5 -0.3 0.2
H 1.54646 -8.13162 -4.33832 0.0 0.0 0.2
H 7.30548 6.19891 2.83831 -0.2 0.1 -0.1
S 1.18595 8.76410 -5.64442 -0.1 -0.6 0.2
O -1.98215 -12.86417 1.93815 -0.1 -0.2 -0.1
H 6.32806 4.08341 3.55424 0.0 0.0 0.0
O 0.55026 7.80037 -4.54768 0.4 0.2 -0.1
H -0.38609 -4.38885 -0.76013 0.0 0.4 0.0
H -0.08858 6.14153 -5.60323 0.0 0.0 0.0
S -1.64625 -1.34984 0.10087 0.1 -0.5 0.1
C 0.54472 -7.74099 -4.48991 -0.1 -0.1 -0.3
S -1.90382 4.42026 3.91996 -0.2 -0.3 -0.8
O 0.41330 7.30492 -0.15488 -0.1 0.0 -0.2
O -4.50400 -6.89056 1.43859 0.0 -0.2 0.3
H 2.73052 5.20209 2.60146 0.0 0.0 0.0
H -1.88895 2.38309 -2.69129 -0.1 -0.4 0.0
H 0.45773 2.40731 0.23630 -0.3 -0.1 0.4
C 2.05480 6.42924 -5.67696 0.2 -0.1 0.4
H -0.16030 -9.62115 3.99887 0.2 -0.1 -0.2
H 3.41323 1.06176 -3.54467 -0.3 0.2 0.2
H 0.74059 5.77613 -4.07243 0.0 0.2 0.1
O 2.42779 5.90969 -0.52824 0.2 0.2 -0.2
O -2.64930 -0.84392 -0.75967 0.0 0.3 -0.1
C -3.07983 5.39020 -2.86530 0.2 0.0 -0.7
H -2.92544 5.75044 -1.85633 -0.1 0.1 0.4
S -3.39761 -7.25004 2.53220 -0.3 -0.2 -0.5
I -2.05484 3.72827 -5.21736 0.0 0.1 -0.1
O 3.67246 5.61166 4.85004 -0.1 0.1 0.2
H -3.04781 6.23368 -3.54581 -0.2 0.3 0.0
S -0.87800 -12.73088 2.81854 0.0 0.4 0.2
S -1.24892 -6.55958 -3.22883 0.4 0.0 -0.3
H 7.73653 4.22432 4.63316 -0.1 0.0 0.2
O -2.26245 -6.42492 2.33757 0.2 -0.1 0.3
O -1.44302 -12.62175 4.31358 -0.1 0.1 -0.2
C 1.83818 5.82456 2.67508 0.5 -0.3 0.2
C 6.98869 6.12219 3.87393 0.3 0.1 0.2
H 0.00860 -8.37139 -5.20137 0.0 0.0 0.0
O 5.69157 6.70889 4.03272 -0.1 -0.2 0.0
H -1.03226 5.08025 -3.18007 0.3 0.1 -0.3
H -1.95105 4.22799 0.96847 0.0 0.0 0.0
H 0.21375 -3.51687 0.67848 0.0 0.0 0.0
C -1.70347 3.33143 -2.20143 0.8 -0.1 -0.1
O 2.41732 7.58005 1.26198 0.1 -0.2 0.0
O -1.46610 2.99037 3.37418 0.0 0.2 0.0
H 3.05862 7.53302 3.23899 0.2 0.0 -0.2
H 2.19828 2.32604 -1.88044 0.1 0.3 -0.1
H 7.69206 6.65832 4.51456 0.0 0.0 0.0
H 1.33919 7.90374 2.98472 0.0 0.0 0.0
H -0.04604 -11.59366 5.42852 0.0 0.0 0.0
O 5.91336 4.77974 5.44867 0.1 0.3 0.1
S 2.85282 -0.11674 -3.24911 0.3 -0.6 0.0
H 0.53345 3.43006 -2.79151 0.1 -0.2 -0.1
C -2.35703 2.58377 2.31857 -0.4 -0.2 0.0
O -2.66909 4.27118 5.10672 0.0 0.2 0.2
C 0.33691 2.08980 -0.79675 0.6 1.0 -0.8
H -3.22407 2.09380 2.76997 0.0 0.0 0.0
H -2.39781 3.38457 -1.35998 -0.3 0.2 0.1
C -2.73947 3.87673 1.63834 0.4 0.1 -0.4
C -4.05834 -9.15034 1.06935 -0.4 -0.1 0.1
O -0.76179 -5.81802 -4.55261 -0.2 -0.3 0.0
O 0.17274 9.22114 -6.52714 0.0 0.2 -0.1
O 0.20623 -13.64027 2.78868 0.1 -0.1 -0.2
H -1.72946 -11.06408 5.65376 -0.1 -0.1 -0.1
H 0.69412 -6.16512 -5.98776 -0.2 0.1 0.0
H -4.86539 -9.61078 1.64190 0.0 0.0 0.0
C -0.59615 -3.59340 -0.05185 0.4 -0.1 0.3
H -5.50765 -7.95674 -0.03168 -0.1 0.1 0.1
H 2.35783 1.35157 -0.43521 0.3 -0.3 0.0
H 2.15513 5.58807 -6.35625 0.0 0.1 -0.2
O -0.17413 -7.74538 -3.24656 0.0 0.3 0.0
H 1.28769 -5.70593 -4.37543 0.0 0.0 0.0
H 2.89665 6.44280 -4.98251 0.0 0.0 0.0
C 2.18150 7.29409 2.64996 -0.5 0.2 0.0
H -0.39534 1.28441 -0.84832 -0.1 -0.1 0.2
O -4.02909 -7.36352 3.79457 0.0 0.1 0.2
```
Positions in Å, forces in eV/Å.

Output
Calculated total energy: -195384.554 eV
Gap between HOMO and LUMO: 6.4 eV
HOMO energy: -5.214 eV
Charge: -1

Entry 6:
This record from the OMol25 dataset describes a structure of composition C23H25CuN7O. The level of theory is ωB97M-V/def2-TZVPD.

XYZ file:
```
57
Properties=species:S:1:pos:R:3:forces:R:3
C -3.07536 -2.40578 -2.90785 0.0 -0.1 0.0
N -0.28863 -0.96780 1.28902 0.1 0.0 0.1
H -0.24522 3.54080 2.01319 0.0 0.0 0.0
C 3.99291 -1.37978 -1.21329 0.0 0.0 0.0
H 0.49442 -1.74593 5.02246 0.0 0.0 0.0
H -1.85603 -4.95304 -0.35229 0.0 0.0 0.0
H -2.60057 3.88820 -1.39750 0.0 0.0 0.0
C -2.21843 -4.25664 -1.09466 0.0 0.0 0.0
H 4.65797 -2.14872 2.76131 0.0 0.0 0.0
H 5.35336 -1.90343 0.39530 0.0 0.0 0.0
C 1.29975 -1.56403 3.05470 0.0 0.0 0.0
C 3.63844 -1.91105 2.48029 0.0 0.0 0.0
H 1.74594 2.00805 -0.58588 0.0 0.0 0.0
O -1.97811 -0.76329 -1.76611 0.1 -0.1 -0.1
C 2.01732 -1.31516 0.72099 0.0 0.0 -0.1
C 0.67681 4.35497 -1.07592 0.0 0.0 0.0
C 0.28206 -1.53281 3.98159 0.0 0.0 0.0
H -1.23422 -2.51909 -0.18925 0.0 0.0 0.0
H -4.07064 -3.98938 -3.90400 0.0 0.0 0.0
H -1.38956 1.63769 1.16574 0.0 0.0 0.0
C -1.86339 -2.92976 -0.97202 0.0 0.0 0.0
H -3.29926 -5.70856 -2.25321 0.0 0.0 0.0
H -1.85094 -1.19471 4.26351 0.0 0.0 0.0
H 2.38366 -0.85392 -2.52090 0.0 0.0 0.0
C -0.34224 4.02823 1.04140 0.0 0.0 0.0
N 1.69699 -1.03478 -0.59770 0.0 0.0 0.0
H 4.72755 -1.39285 -2.00519 0.0 0.0 0.0
H -0.39071 5.10852 1.19236 0.0 0.0 0.0
C -3.01818 -4.67053 -2.14701 0.0 0.0 0.0
N -0.33815 1.77096 -0.63808 0.0 0.0 0.0
C -3.44811 -3.72245 -3.06237 0.0 0.1 0.0
C -0.47329 2.46726 -1.93080 0.0 0.0 0.0
H 0.63247 5.43708 -0.93759 0.0 0.0 0.0
H -2.40336 1.77645 -0.28694 0.0 0.0 0.0
H -3.35935 -1.60178 -3.56793 0.0 0.0 0.0
Cu -0.18121 -0.36200 -0.77287 -0.1 0.1 0.2
C -1.49711 2.13833 0.20283 0.0 0.0 0.0
H 2.88642 -2.08578 4.44690 0.0 0.0 0.0
N -1.58572 3.58103 0.40607 0.0 0.0 0.0
N 0.83765 3.71433 0.23104 0.0 0.0 0.0
C 4.33352 -1.66279 0.11833 0.1 0.0 -0.1
C 3.36137 -1.63477 1.09092 -0.1 0.0 0.1
H 1.54215 4.11629 -1.69746 0.0 0.0 0.0
C 0.88349 2.26930 0.03019 0.0 0.0 0.0
C 2.66632 -1.87654 3.40637 -0.1 0.0 0.0
H -1.74099 5.30685 -0.76565 0.0 0.0 0.0
H -2.23813 -0.71669 1.87533 0.0 0.0 0.0
N -2.29421 -2.02645 -1.87636 -0.1 0.1 0.0
C -1.23918 -0.95809 2.22980 0.0 0.0 -0.1
H 0.97810 1.76280 0.99289 0.0 0.0 0.0
C 1.00187 -1.27938 1.68692 -0.1 0.0 0.0
N -0.54077 3.91622 -1.76608 0.0 0.0 0.0
C -1.68616 4.22533 -0.90511 0.0 0.0 0.0
H -1.37994 2.10859 -2.42148 0.0 0.0 0.0
H 0.38815 2.21230 -2.55142 0.0 0.0 0.0
C -1.02784 -1.22473 3.56416 0.0 0.0 0.1
C 2.67627 -1.07710 -1.50066 0.0 0.0 0.0
```
Positions in Å, forces in eV/Å.

Output
Calculated total energy: -81372.933 eV
Relative energy (zero: lowest compared OMol25 entry of this formula, charge and spin): 0.0 kJ/mol
Multiplicity: 2
Gap between HOMO and LUMO (spin up / spin down): 4.4 / 7.2 eV
HOMO energy (spin up / spin down): -4.319 / -7.183 eV
Charge: 0